55
Properties=species:S:1:pos:R:3:forces:R:3:mulliken_spin:R:1 method="wB97M-V/def2-TZVPD" homo_lumo_gap_ev="6.92 / 5.44" lumo_energy_ev="1.3 / -0.3" spin_multiplicity=6 de_lowest_ev=3.186 total_charge=-1 energy_ha=-13356.2229
Fe 0.128 1.051 2.371 -0.65 6.08 0.04 2.551
C -3.441 -3.761 -0.738 -0.15 -0.19 0.03 0.013
C -3.141 -2.812 -1.887 0.23 0.52 0.29 0.000
C -2.337 -3.520 -2.955 -0.07 -0.02 -0.17 -0.009
C -1.953 -2.581 -4.084 0.17 0.17 0.13 -0.001
C -1.153 -1.425 -3.527 -0.26 -0.25 0.05 -0.005
C -0.228 -0.759 -4.288 0.12 -0.09 -0.30 -0.001
C 0.490 0.304 -3.748 0.02 -0.04 -0.22 0.001
F 1.370 0.943 -4.550 0.03 0.00 0.02 0.000
C 0.323 0.708 -2.463 -0.04 0.06 0.30 -0.001
C -0.626 0.050 -1.665 -0.08 0.10 0.11 -0.003
C -0.842 0.475 -0.275 -1.25 -1.19 -0.94 -0.089
O -0.028 1.177 0.305 1.89 1.34 0.88 0.027
C -2.040 0.013 0.327 -0.04 0.12 -0.02 0.066
C -2.724 -0.998 -0.252 -0.23 -0.47 -0.45 0.008
N -2.379 -1.595 -1.417 0.00 -0.19 -0.14 -0.002
C -1.373 -1.006 -2.196 -0.45 -0.20 0.16 0.003
C -2.602 0.619 1.592 -0.74 -0.23 -0.39 -0.020
O -3.825 0.635 1.714 0.54 -0.08 0.03 0.005
O -1.765 1.069 2.439 0.14 0.53 0.61 -0.015
H -3.899 -4.674 -1.152 0.12 0.29 0.13 0.001
H -4.134 -3.351 0.001 0.12 -0.07 -0.14 0.000
H -2.516 -4.045 -0.237 0.04 -0.02 0.07 -0.011
H -4.076 -2.453 -2.317 -0.15 0.11 -0.11 0.000
H -2.921 -4.369 -3.323 0.04 0.11 0.03 -0.001
H -1.439 -3.913 -2.491 0.27 -0.19 0.12 0.012
H -2.853 -2.202 -4.575 -0.06 0.02 -0.05 0.000
H -1.364 -3.104 -4.841 -0.03 0.05 0.02 0.000
H -0.052 -1.053 -5.322 -0.01 0.07 0.22 0.000
H 0.884 1.535 -2.055 0.05 -0.01 0.04 0.000
H -3.604 -1.375 0.250 0.01 0.02 -0.03 -0.001
O 2.454 2.478 4.796 -0.48 -0.68 -0.50 -0.001
S 1.907 1.260 4.201 0.75 0.55 0.52 -0.038
O 2.475 0.033 4.714 -0.34 0.60 -0.27 0.001
O 0.363 1.247 4.250 0.33 0.09 -0.12 -0.018
O 2.024 1.331 2.650 -0.13 0.18 0.23 -0.001
Se 2.801 -4.335 3.109 -0.10 0.15 -0.03 0.914
Sb 0.658 -3.417 2.254 0.21 0.11 -0.21 0.025
Se 0.937 -4.580 0.135 -0.22 0.04 0.16 0.500
Se -1.209 -4.829 3.075 0.00 0.11 -0.15 0.882
Se 0.375 -0.971 2.330 0.62 -7.23 -0.17 0.134
C 3.341 2.883 0.097 -0.27 0.07 -0.06 -0.001
N 2.093 3.598 0.418 0.64 -0.02 -0.07 0.005
C 1.691 3.954 1.654 -0.41 -0.18 -0.01 0.005
S 0.031 3.808 2.059 0.21 0.17 -0.01 0.051
N 2.551 4.425 2.547 0.77 -0.16 -0.25 0.008
C 4.010 4.466 2.434 -0.27 0.08 0.13 -0.001
H 3.174 2.340 -0.829 -0.07 -0.03 -0.03 0.000
H 3.589 2.161 0.868 -0.03 -0.12 0.13 0.001
H 4.182 3.551 -0.063 0.00 0.08 -0.05 0.000
H 1.299 3.263 -0.079 -0.46 -0.27 -0.43 0.002
H 2.215 4.265 3.472 -0.21 0.04 0.85 0.000
H 4.314 4.884 1.480 -0.06 0.08 -0.01 0.000
H 4.462 3.482 2.568 -0.04 0.00 0.01 0.000
H 4.383 5.121 3.218 -0.04 0.01 0.04 0.000



83
Properties=species:S:1:pos:R:3:forces:R:3:lowdin_charge:R:1 method="wB97M-V/def2-TZVPD" homo_lumo_gap_ev=3.13 lumo_energy_ev=3.1 spin_multiplicity=1 total_charge=-2 energy_ha=-2760.5109
C -2.739 -3.179 -0.284 -0.24 0.49 -0.09 -0.143
O -1.823 -2.018 -0.357 -1.09 -1.60 -1.81 -0.272
C -1.774 -1.594 -1.767 -0.01 0.31 -0.65 -0.229
C -0.432 -0.694 -2.081 -0.33 0.28 0.15 -0.143
C 0.946 -1.299 -1.393 0.48 -0.15 -0.81 -0.197
C 1.856 -0.177 -0.614 0.64 -0.81 -0.30 -0.197
C 1.672 -0.152 1.018 0.36 0.83 -0.30 -0.191
C 0.841 1.191 1.567 0.28 -1.16 1.48 -0.280
C -0.774 0.932 1.681 0.58 -1.33 0.49 -0.294
In -2.073 2.405 0.555 -0.51 -0.42 2.05 0.545
O -3.191 1.279 -0.843 -1.39 1.50 -0.73 -0.443
C -4.383 2.012 -1.299 0.37 -1.45 0.54 -0.278
C -5.446 0.845 -1.851 0.07 0.71 -0.44 -0.298
C -5.905 1.228 -3.404 0.11 -0.80 0.51 -0.140
C -6.717 0.672 -0.828 0.04 -0.16 0.01 -0.169
C -6.720 -0.733 0.032 0.20 1.15 0.91 -0.367
C -7.906 -0.546 1.194 0.41 -0.67 -0.60 -0.135
C -5.305 -1.037 0.827 -0.37 -0.96 0.40 -0.102
C -3.505 3.505 1.986 -3.34 3.39 2.38 -0.550
O -3.799 2.967 3.180 1.25 2.10 -4.92 -0.285
O -4.057 4.825 1.540 2.52 -6.02 1.84 -0.426
P -0.817 4.191 -0.729 0.40 0.30 -1.81 0.368
O 0.392 3.359 -1.715 0.50 0.32 2.55 -0.552
Cl 0.247 5.530 0.589 0.10 -0.66 -0.24 -0.066
H -3.180 -3.191 0.808 0.97 -0.17 -2.28 0.095
H -2.191 -4.189 -0.580 -0.96 1.98 0.72 0.094
H -3.605 -3.007 -1.071 1.46 -0.43 1.72 0.094
H -1.778 -2.545 -2.480 0.29 1.62 1.45 0.116
H -2.791 -1.034 -1.985 2.21 -0.67 0.35 0.110
H -0.547 0.439 -1.745 -0.10 -2.49 -0.52 0.109
H -0.335 -0.656 -3.269 -0.12 -0.16 2.51 0.113
H 0.762 -2.201 -0.670 0.02 1.75 -1.37 0.104
H 1.596 -1.725 -2.298 -1.23 0.81 1.87 0.092
H 1.654 0.854 -1.136 0.51 -1.85 1.18 0.104
H 2.994 -0.478 -0.814 -2.64 0.75 0.37 0.081
H 2.750 -0.147 1.521 -2.20 0.03 -1.17 0.089
H 1.168 -1.161 1.330 0.72 2.07 -0.38 0.104
H 1.141 2.175 0.996 -0.51 -1.98 0.85 0.072
H 1.231 1.343 2.685 -0.67 -0.13 -2.34 0.095
H -1.091 0.948 2.822 0.60 0.07 -2.34 0.045
H -1.022 -0.164 1.297 0.58 2.17 0.74 0.033
H -4.853 2.582 -0.392 0.64 -0.80 -1.73 0.097
H -4.098 2.784 -2.133 -0.67 -1.34 1.24 0.112
H -4.866 -0.187 -1.921 -1.06 2.21 0.23 0.115
H -6.441 2.283 -3.443 1.10 -2.23 0.00 0.081
H -6.618 0.363 -3.811 1.28 1.97 0.76 0.066
H -4.937 1.216 -4.082 -1.98 0.25 1.37 0.076
H -6.757 1.548 -0.022 0.24 -1.77 -1.89 0.127
H -7.701 0.723 -1.472 1.65 -0.14 1.33 0.103
H -6.912 -1.646 -0.675 0.06 1.69 1.29 0.121
H -8.957 -0.718 0.706 1.85 0.24 1.05 0.063
H -7.899 0.522 1.683 0.25 -2.10 -1.08 0.087
H -7.682 -1.342 2.024 -0.74 1.45 -1.45 0.066
H -5.272 -0.517 1.901 0.08 -0.76 -2.62 0.110
H -4.343 -0.835 0.189 -1.86 0.03 1.36 0.065
H -5.301 -2.207 1.066 -0.08 2.33 -0.47 0.066
H 1.017 2.952 -1.047 -0.94 0.34 -1.27 -0.019
C 7.902 -0.740 -3.639 0.44 0.08 0.32 -0.031
C 6.623 -0.840 -2.831 0.95 -0.34 -0.67 -0.357
C 5.389 -0.534 -3.627 -0.48 -0.41 -0.54 -0.115
O 4.501 -0.036 -2.642 0.51 0.37 0.57 0.051
C 5.277 0.494 -1.650 -1.34 1.77 2.15 -0.508
O 4.858 1.185 -0.740 1.22 -1.61 -2.17 0.148
O 6.591 0.150 -1.817 -0.64 0.18 0.18 0.078
H 7.858 -1.365 -4.536 -0.07 0.03 0.12 0.086
H 8.104 0.295 -3.934 -0.23 -0.14 -0.02 0.091
H 8.755 -1.064 -3.033 -0.12 -0.02 -0.14 0.082
H 6.554 -1.824 -2.350 -0.10 0.06 -0.07 0.160
H 4.973 -1.426 -4.105 -0.09 0.20 0.15 0.143
H 5.539 0.241 -4.386 0.18 -0.05 0.04 0.142
C 6.545 0.571 4.351 -0.23 0.46 -0.23 -0.023
C 5.508 -0.440 4.801 0.84 0.94 0.02 -0.354
C 6.047 -1.833 4.924 0.48 -0.35 0.55 -0.128
O 4.903 -2.631 4.677 -0.42 0.12 -0.31 0.056
C 4.072 -1.886 3.889 -2.56 -0.64 -1.59 -0.501
O 3.088 -2.321 3.318 2.43 0.84 1.46 0.147
O 4.492 -0.586 3.822 -0.34 -1.05 0.08 0.087
H 7.425 0.555 5.000 -0.12 -0.06 0.01 0.084
H 6.859 0.383 3.318 -0.06 -0.15 0.19 0.094
H 6.119 1.580 4.369 0.11 -0.17 0.04 0.091
H 5.036 -0.109 5.734 0.04 -0.12 -0.03 0.161
H 6.448 -2.035 5.922 -0.16 -0.10 -0.15 0.137
H 6.810 -2.076 4.177 -0.01 0.20 -0.02 0.138



41
Properties=species:S:1:pos:R:3:forces:R:3:lowdin_charge:R:1 method="wB97M-V/def2-TZVPD" homo_lumo_gap_ev=8.05 lumo_energy_ev=2.2 spin_multiplicity=1 de_lowest_ev=0.953 total_charge=-1 energy_ha=-1424.3054
I 0.485 0.527 0.363 -0.09 -0.09 -0.18 0.200
C -1.594 -3.192 2.328 1.24 1.21 -1.07 -0.682
O -0.603 -3.793 1.959 -0.34 -0.41 0.22 0.023
N -1.760 -1.844 2.064 -0.56 -0.73 0.44 0.133
N -2.637 -3.767 2.991 -0.25 -0.20 0.34 0.136
H -1.005 -1.254 1.716 -0.20 -0.31 0.07 -0.056
H -2.562 -1.416 2.489 0.19 0.55 -0.08 0.069
H -2.692 -4.767 2.969 -0.02 -0.01 0.05 0.097
H -3.459 -3.227 3.180 -0.20 -0.17 0.01 0.079
C 2.882 -2.183 2.571 0.68 0.83 -0.16 -0.689
O 3.935 -2.630 3.037 -0.96 0.03 0.01 -0.023
N 2.132 -1.184 3.126 -0.01 -0.17 0.67 0.131
N 2.363 -2.530 1.367 0.51 -0.66 0.08 0.139
H 1.362 -0.805 2.596 0.10 0.19 0.22 -0.054
H 2.404 -0.752 3.989 0.11 -0.06 -0.07 0.093
H 1.699 -1.900 0.937 0.10 -0.39 -0.35 -0.037
H 2.920 -3.194 0.858 -0.28 0.18 -0.30 0.101
C 1.778 4.453 -1.831 -1.82 -0.15 0.80 -0.671
O 0.998 5.150 -1.187 0.89 -0.15 -0.29 0.006
N 2.661 4.969 -2.742 0.79 -0.13 -0.70 0.129
N 1.782 3.080 -1.778 0.78 0.51 -0.74 0.128
H 2.861 5.945 -2.825 -0.44 0.20 0.41 0.090
H 3.353 4.383 -3.174 -0.04 -0.16 0.14 0.084
H 1.135 2.511 -1.245 -0.06 0.53 0.13 -0.081
H 2.217 2.635 -2.568 -0.05 -0.44 0.20 0.059
C 1.885 -0.435 -3.848 0.98 -0.99 -1.12 -0.683
O 2.482 -0.880 -4.832 -0.50 0.38 0.51 -0.014
N 2.529 0.138 -2.788 -0.74 0.32 -0.04 0.134
N 0.535 -0.491 -3.699 -0.42 0.56 0.58 0.153
H 3.529 0.194 -2.800 0.04 -0.25 0.03 0.103
H 2.015 0.109 -1.918 0.45 0.21 0.41 -0.051
H -0.066 -1.070 -4.249 0.31 -0.08 -0.34 0.097
H 0.118 0.003 -2.925 -0.07 -0.18 0.08 0.054
C -4.159 1.437 0.756 0.42 -0.07 0.24 -0.678
O -4.056 2.651 0.814 -0.22 -0.39 -0.31 0.027
N -3.139 0.586 0.440 0.29 0.27 -0.10 0.130
N -5.332 0.770 1.073 0.21 0.62 -0.48 0.123
H -2.235 0.951 0.158 -0.15 0.11 0.27 -0.041
H -3.308 -0.362 0.163 -0.15 -0.08 -0.01 0.079
H -6.152 1.346 1.045 -0.17 -0.28 0.44 0.090
H -5.300 -0.164 1.420 -0.35 -0.16 -0.03 0.073



91
Properties=species:S:1:pos:R:3:forces:R:3:mulliken_spin:R:1 method="wB97M-V/def2-TZVPD" homo_lumo_gap_ev="4.38 / 1.45" lumo_energy_ev="-7.5 / -10.4" spin_multiplicity=3 total_charge=+1 energy_ha=-4377.1707
Pt -0.257 -1.583 0.715 -0.14 -0.01 -0.15 0.998
B -2.880 0.283 -2.807 1.07 -0.63 -1.49 -0.045
F -2.636 -1.062 -2.600 0.05 -0.59 0.03 0.142
F -4.153 0.531 -2.348 -1.26 0.48 0.42 0.352
F -2.068 0.986 -1.923 0.34 0.70 0.37 0.252
F -2.696 0.645 -4.129 -0.13 0.04 0.79 0.061
C -5.585 5.258 -5.706 -0.43 0.89 0.63 -0.004
Cl -4.713 6.025 -6.975 0.51 -0.04 -1.13 0.115
Cl -7.111 6.159 -5.417 0.44 -0.73 0.15 0.083
H -5.762 4.193 -5.855 -0.09 0.19 -0.15 0.014
H -4.911 5.442 -4.870 -0.41 -0.35 0.51 0.031
C -10.326 1.483 -0.892 -0.68 0.21 0.33 0.000
Cl -11.955 2.226 -0.566 0.96 -0.15 -0.36 0.000
Cl -10.189 0.002 0.050 0.18 -0.24 -0.03 0.000
H -10.247 1.244 -1.952 -0.12 0.12 0.25 0.000
H -9.537 2.152 -0.550 -0.34 0.05 -0.17 0.000
C 2.688 4.175 7.744 -1.51 0.91 -1.66 0.000
C 1.925 3.675 6.509 0.09 -1.37 -0.79 0.000
O 1.541 4.689 5.599 0.19 1.98 1.23 0.000
C 1.228 4.508 4.336 1.53 -3.85 0.12 0.000
O 1.353 3.441 3.720 -0.69 1.82 0.75 0.000
O 0.859 5.656 3.899 -0.84 1.42 0.78 0.000
C 0.167 5.755 2.719 -0.54 1.13 -2.27 0.000
H 3.453 4.806 7.291 0.71 -0.37 0.66 0.000
H 2.970 3.307 8.340 0.38 0.38 -0.07 0.000
H 2.042 4.866 8.286 0.03 -0.21 0.38 0.000
H 0.979 3.173 6.713 0.29 -0.48 0.45 0.000
H 2.592 3.045 5.922 -0.13 -0.59 0.27 0.000
H -0.393 6.690 2.718 0.30 0.23 0.32 0.000
H -0.616 5.029 2.501 0.58 -0.68 0.30 0.000
H 0.924 5.847 1.939 -0.41 -0.37 -0.50 0.000
C 7.007 5.552 1.240 -0.53 -0.07 -1.33 0.000
C 7.033 5.229 -0.282 1.40 1.52 0.48 0.000
O 5.742 5.171 -0.896 -0.27 0.09 1.44 0.000
C 5.576 5.376 -2.199 4.24 -1.30 -1.20 0.000
O 6.485 5.449 -3.021 -0.98 0.49 1.09 0.000
O 4.336 5.257 -2.463 -3.76 0.35 0.16 0.000
C 3.872 5.003 -3.784 0.88 0.25 -0.96 0.000
H 6.589 6.541 1.434 -0.76 -0.30 0.00 0.000
H 8.022 5.710 1.605 0.19 -0.74 -0.15 0.000
H 6.496 4.710 1.706 0.03 0.46 0.65 0.000
H 7.635 4.328 -0.399 -0.50 -0.28 -0.45 0.000
H 7.599 6.043 -0.735 -0.01 -0.12 -0.40 0.000
H 3.639 3.940 -3.852 0.13 0.09 -0.15 0.000
H 4.654 5.324 -4.473 0.15 -0.55 -0.10 0.000
H 3.013 5.591 -4.105 -0.20 0.10 0.95 0.000
C -6.030 1.438 4.634 -0.17 -0.61 0.90 0.000
C -5.321 0.537 5.648 0.97 0.70 -0.61 0.000
O -5.672 -0.847 5.462 -1.81 -0.15 1.26 0.000
C -5.442 -1.518 4.353 3.45 -0.18 -0.62 0.000
O -4.515 -1.144 3.598 -2.85 -1.40 0.76 0.000
O -6.033 -2.743 4.280 0.33 0.53 -0.92 0.000
C -7.098 -3.260 5.176 1.35 1.82 0.12 0.000
H -5.810 2.486 4.837 0.30 -0.06 -0.23 0.000
H -7.111 1.343 4.745 -0.05 -0.14 -0.20 0.000
H -5.694 1.095 3.655 -0.19 0.45 -0.09 0.000
H -5.438 0.788 6.703 -0.91 -0.34 -0.09 0.000
H -4.249 0.699 5.541 0.22 -0.52 -0.47 0.000
H -7.210 -4.342 5.100 0.37 0.26 -0.57 0.000
H -8.003 -2.721 4.897 -0.06 -0.23 0.42 0.000
H -6.691 -3.004 6.154 -0.84 -0.11 0.29 0.000
C 1.584 -9.259 0.770 0.79 0.94 0.80 0.000
C 1.804 -8.352 -0.451 -1.67 0.14 2.11 0.000
O 0.513 -8.425 -1.104 -0.49 -0.98 -1.78 0.000
C -0.517 -7.593 -0.948 0.59 1.18 -1.16 0.000
O -0.464 -6.517 -0.387 -0.42 -0.76 0.03 0.000
O -1.572 -8.057 -1.700 0.94 0.14 1.06 0.000
C -2.650 -7.168 -2.008 -0.64 0.38 0.20 0.000
H 1.476 -10.322 0.555 0.09 0.21 -0.27 0.000
H 0.731 -8.921 1.358 -0.29 -0.02 -0.33 0.000
H 2.403 -9.096 1.471 0.37 -0.38 -0.04 0.000
H 2.687 -8.686 -0.995 -0.80 -0.12 -0.96 0.000
H 1.949 -7.304 -0.187 0.15 -0.07 0.28 0.000
H -3.018 -6.536 -1.200 0.76 0.03 0.40 0.000
H -3.544 -7.749 -2.235 0.46 -0.47 -0.33 0.000
H -2.404 -6.529 -2.856 0.16 -0.12 0.00 0.000
C 4.060 -4.262 -7.490 0.36 -0.31 0.02 0.000
C 4.911 -3.942 -6.275 0.18 1.35 0.85 0.000
O 4.043 -3.359 -5.255 -1.04 0.46 1.59 0.000
C 4.456 -2.804 -4.063 -2.26 0.36 -0.04 0.000
O 3.679 -2.293 -3.240 2.07 -1.32 -2.13 0.000
O 5.756 -2.943 -3.984 1.18 0.71 -0.18 0.000
C 6.629 -2.423 -2.978 0.34 -1.32 1.41 0.000
H 3.333 -3.502 -7.776 0.09 0.15 0.48 0.000
H 3.544 -5.212 -7.345 -0.08 0.08 -0.07 0.000
H 4.717 -4.355 -8.355 0.10 -0.22 0.02 0.000
H 5.660 -3.166 -6.438 0.09 -0.12 -0.54 0.000
H 5.450 -4.786 -5.845 -0.26 -0.22 -0.15 0.000
H 7.230 -3.311 -2.782 0.46 0.28 0.06 0.000
H 6.191 -2.203 -2.005 -0.76 0.14 -0.36 0.000
H 7.299 -1.598 -3.222 -0.53 0.01 -0.87 0.000